Molecular formula: C75H75AsHfN2O4S3Si
Method: DFT, ωB97M-V/def2-TZVPD

Geometry as ORCA input:
```
! RIJCOSX wB97M-V def2-TZVPD def2/J DEFGRID3
* xyz 2 1
Hf 0.065 -1.453 -0.525
C 1.513 6.701 -3.079
C 1.490 5.545 -2.128
C 2.188 5.608 -0.921
C 2.189 4.543 -0.041
C 1.462 3.402 -0.364
C 0.759 3.313 -1.552
C 0.785 4.386 -2.429
S 1.604 2.030 0.755
O 0.974 0.823 0.057
C 0.604 2.554 2.138
C 1.239 2.285 3.371
C 0.629 2.629 4.542
C -0.651 3.225 4.535
C -1.315 3.553 5.744
C -2.564 4.098 5.724
C -3.215 4.340 4.492
C -2.598 4.048 3.312
C -1.290 3.490 3.299
C -0.626 3.173 2.083
C -1.312 3.497 0.806
C -1.376 4.843 0.334
C -0.755 5.911 1.024
C -0.818 7.182 0.529
C -1.498 7.448 -0.677
C -2.099 6.434 -1.366
C -2.052 5.108 -0.880
C -2.652 4.044 -1.604
C -2.587 2.764 -1.152
C -1.916 2.516 0.067
S -1.717 0.870 0.661
O -1.458 0.063 -0.648
C -3.313 0.363 1.204
C -4.322 -0.014 0.325
C -5.528 -0.436 0.847
C -5.746 -0.480 2.227
C -7.051 -0.972 2.771
C -4.719 -0.089 3.081
C -3.495 0.323 2.578
H 2.538 6.962 -3.346
H 1.060 7.582 -2.621
H 0.973 6.471 -3.995
H 2.749 6.501 -0.678
H 2.755 4.598 0.881
H 0.196 2.420 -1.787
H 0.259 4.318 -3.371
H 2.211 1.811 3.374
H 1.118 2.439 5.488
H -0.811 3.363 6.682
H -3.064 4.349 6.649
H -4.210 4.762 4.489
H -3.107 4.237 2.377
H -0.226 5.714 1.946
H -0.342 7.992 1.062
H -1.544 8.460 -1.052
H -2.620 6.630 -2.294
H -3.158 4.271 -2.534
H -3.019 1.947 -1.711
H -4.153 -0.013 -0.743
H -6.319 -0.745 0.176
H -7.875 -0.717 2.109
H -7.253 -0.552 3.754
H -7.031 -2.058 2.870
H -4.876 -0.112 4.151
H -2.701 0.626 3.251
C -1.696 -2.564 0.287
Si -1.551 -4.370 0.651
C -0.153 -4.810 -0.539
N 1.007 -3.862 -0.489
C 1.810 -4.165 0.750
C 3.311 -4.127 0.516
C 3.721 -5.275 -0.403
C 2.719 -5.410 -1.563
C 1.861 -4.159 -1.691
C -1.106 -4.625 2.464
C -0.432 -5.773 2.890
C -0.142 -5.989 4.227
C -0.533 -5.058 5.181
C -1.228 -3.926 4.791
C -1.513 -3.718 3.447
C -3.034 -5.420 0.225
C -3.442 -5.560 -1.106
C -4.555 -6.315 -1.438
C -5.286 -6.943 -0.440
C -4.904 -6.811 0.885
C -3.788 -6.056 1.214
H -2.185 -2.030 1.108
H -2.378 -2.452 -0.566
H -0.604 -4.707 -1.532
H 0.202 -5.841 -0.471
H 1.539 -5.166 1.098
H 1.537 -3.486 1.554
H 3.814 -4.203 1.482
H 3.602 -3.159 0.097
H 3.736 -6.197 0.181
H 4.737 -5.129 -0.770
H 2.097 -6.296 -1.441
H 3.239 -5.546 -2.512
H 1.194 -4.210 -2.549
H 2.517 -3.304 -1.852
H -0.138 -6.526 2.168
H 0.377 -6.887 4.530
H -0.312 -5.228 6.225
H -1.566 -3.216 5.534
H -2.094 -2.844 3.169
H -2.892 -5.072 -1.902
H -4.851 -6.418 -2.473
H -6.152 -7.537 -0.697
H -5.472 -7.303 1.663
H -3.497 -5.972 2.254
C 4.176 -1.825 -2.476
As 2.908 -0.749 -1.446
C 4.192 0.238 -0.354
C 2.483 0.516 -2.895
C 3.630 1.295 -3.456
C 4.035 2.510 -2.909
C 5.089 3.219 -3.463
C 5.754 2.728 -4.575
C 5.353 1.526 -5.139
C 4.297 0.820 -4.584
H 4.937 -1.148 -2.867
H 3.672 -2.312 -3.310
H 4.657 -2.576 -1.851
H 4.302 1.246 -0.750
H 5.160 -0.261 -0.429
H 3.892 0.289 0.687
H 1.680 1.161 -2.548
H 2.073 -0.131 -3.666
H 3.505 2.925 -2.062
H 5.386 4.165 -3.030
H 6.574 3.284 -5.009
H 5.855 1.144 -6.017
H 3.975 -0.109 -5.041
N 0.338 -1.463 1.902
C 1.414 -1.174 2.839
C 2.732 -1.243 2.433
C 3.750 -1.016 3.347
C 3.447 -0.733 4.671
C 2.121 -0.683 5.079
C 1.103 -0.901 4.165
H -0.470 -0.914 2.201
H 0.028 -2.424 2.090
H 2.959 -1.490 1.403
H 4.781 -1.070 3.027
H 4.240 -0.567 5.385
H 1.879 -0.481 6.113
H 0.067 -0.873 4.484
O 0.206 2.529 -7.868
C -0.008 2.671 -6.551
O -0.028 3.760 -6.046
C -0.204 1.423 -5.744
C -0.914 1.557 -4.553
C -1.055 0.482 -3.701
C -0.462 -0.739 -4.014
S -0.564 -2.072 -2.851
C 0.194 -0.899 -5.229
C 0.323 0.185 -6.089
H 0.065 1.617 -8.148
H -1.339 2.519 -4.310
H -1.600 0.583 -2.774
H 0.635 -1.853 -5.485
H 0.887 0.055 -7.005
*
```

Energy relative to the best compared isomer or geometry (same formula, charge and spin) (eV): 0.000
HOMO energy (eV): -12.6232
LUMO energy (eV): -4.76
Orbital gap (eV): 7.9